A structure of composition C13H14F3IN2O3PdS at a distorted geometry, computed with ωB97M-V/def2-TZVPD.

```
38
Properties=species:S:1:pos:R:3:mulliken_charge:R:1
C -4.22624 0.31149 -0.29215 -0.567
C -3.73410 1.58731 -0.84555 -0.333
H -4.34590 -0.40186 -1.10046 0.319
H -5.04531 0.31295 0.41859 0.300
H -3.33459 -0.03491 0.33026 -0.031
H -2.67895 1.11610 -0.94309 -0.099
H -4.13849 1.93184 -1.80710 0.299
H -3.68291 2.42580 -0.10649 0.176
C 0.12727 -2.71022 0.46910 -0.136
C 0.69400 -3.95788 0.24150 -0.780
C 1.98723 -3.99239 -0.25877 -0.374
C 2.68223 -2.82675 -0.60704 -0.665
H -0.85132 -2.48661 0.86076 0.519
H 0.09927 -4.82579 0.47514 0.416
H 2.45923 -4.95605 -0.38718 0.408
H 3.68739 -2.82367 -1.01356 0.388
N 0.81052 -1.61738 0.12181 0.266
C 2.04424 -1.58516 -0.42999 0.628
C 2.50557 -0.26003 -0.88914 0.238
N 1.60284 0.73276 -0.75958 0.155
C 1.72826 2.01210 -1.10177 -0.061
C 3.87776 1.43473 -1.92262 -0.396
C 2.91173 2.40543 -1.70186 -0.810
H 0.84487 2.59248 -0.88333 0.519
H 3.00814 3.43498 -1.95735 0.433
C 3.69867 0.10574 -1.53586 -0.529
H 4.43706 -0.66220 -1.69376 0.418
H 4.79866 1.73783 -2.41257 0.400
Pd -0.24146 0.06476 -0.26739 0.012
I -1.04196 -0.88790 -2.68212 -0.341
F -2.33677 1.84810 4.40689 -0.200
C -1.97495 2.02106 3.12251 0.530
F -3.08535 1.83954 2.34066 -0.201
F -1.56878 3.30719 2.95704 -0.234
S -0.62504 0.83735 2.57743 1.154
O 0.29646 0.90496 3.69412 -0.637
O -1.26263 -0.44543 2.27680 -0.596
O -0.12667 1.50975 1.30613 -0.589
```

Properties
Charge: 0
Orbital gap (alpha / beta), eV: 7.21 / 7.01
Spin multiplicity: 3
LUMO level (alpha / beta), Ha: -0.04830 / -0.05724


An isolated molecule of C7H6N2O2 at a distorted geometry, computed with ωB97M-V/def2-TZVPD.

```
17
Properties=species:S:1:pos:R:3:mulliken_charge:R:1
C -1.98985 1.35745 -0.40979 -0.454
C -0.70495 1.69801 0.07277 -0.471
C -2.14141 0.02080 -0.61726 -0.224
C -0.02905 0.49266 0.14837 -0.546
C 0.92817 -1.62642 0.31670 -0.890
C -0.29514 -1.73449 -0.19786 -0.214
C 1.21402 -0.14765 0.61530 0.852
N -0.91896 -0.50245 -0.26313 0.196
N 2.40265 0.29125 -0.17264 0.932
O 3.44616 -0.13610 0.29894 -0.601
O 2.37669 1.01386 -1.14277 -0.554
H -2.88534 2.07429 -0.11905 0.220
H -0.59153 2.78819 0.35515 0.325
H -3.03417 -0.66673 -0.79186 0.323
H 1.65820 -2.36913 0.58622 0.425
H -0.80558 -2.69276 -0.33459 0.366
H 1.37008 0.13921 1.65552 0.313
```

Properties
Charge: 0
Orbital gap, eV: 9.10
SMILES string: O=[N+]([O-])[C@@H]1C=Cn2cccc21
Spin multiplicity: 1
LUMO level, Ha: 0.01054


A cluster of 7 separate species, C5H26N2O6 in total at a distorted geometry, computed with ωB97M-V/def2-TZVPD.

```
39
Properties=species:S:1:pos:R:3:mulliken_charge:R:1
C 1.87668 1.63720 -1.71898 -1.684
C 0.57083 1.17388 -1.11330 0.539
C 0.06312 -0.06031 -1.84552 -1.214
C -0.90382 -1.05722 -1.27521 -0.004
C -0.40684 -2.16919 -0.77374 -1.058
N -2.34756 -0.86376 -1.52181 0.027
N 0.83562 0.87774 0.35633 0.062
H 2.75684 1.03118 -1.50248 0.346
H 2.06183 2.70218 -1.60358 0.463
H 1.89065 1.58257 -2.81344 0.424
H -0.16946 1.96611 -1.19158 0.323
H 0.93878 -0.59667 -2.21166 0.462
H -0.25121 0.33443 -2.82078 0.595
H -0.84030 -2.97065 -0.17795 0.419
H 0.65100 -2.40648 -0.88225 0.189
H -2.50644 -1.39630 -2.37711 0.422
H -3.03889 -1.05171 -0.70998 0.374
H -2.46934 0.10541 -1.81732 0.387
H 1.50294 1.60422 0.63259 0.413
H -0.00780 0.89942 0.91665 0.118
H 1.43904 0.03371 0.42135 0.351
H -2.75425 1.59606 2.87387 0.296
H -1.38257 1.34315 3.40378 0.275
O -1.92844 1.15452 2.63037 -0.552
H 3.55076 -0.27976 2.83450 0.297
H 3.96402 0.93616 2.00283 0.287
O 3.21906 0.34269 2.17881 -0.583
H 3.66997 -1.93775 -0.32219 0.281
H 3.17344 -1.41916 -1.76384 0.295
O 2.92802 -1.65408 -0.86306 -0.557
H 0.31776 -2.00007 2.59230 0.292
H 1.12827 -0.76326 2.70700 0.245
O 0.28325 -1.05448 2.33746 -0.505
H -2.42890 -1.80446 1.22862 0.307
H -3.71172 -0.84490 1.39825 0.327
O -3.21241 -1.42945 0.82190 -0.645
H -2.16656 1.81170 0.29830 0.266
H -3.41803 2.67833 0.00667 0.313
O -2.87728 1.94898 -0.33581 -0.591
```

Properties
Charge: +2
Orbital gap, eV: 11.42
Spin multiplicity: 1
LUMO level, Ha: -0.21187


A cluster of 2 separate species, C2H2BrN3 in total at a distorted geometry, computed with ωB97M-V/def2-TZVPD.

```
8
Properties=species:S:1:pos:R:3:mulliken_charge:R:1
C 0.12277 1.43388 0.29024 0.522
C -1.27133 -0.32007 -0.35448 0.437
N 1.02083 2.14261 0.43754 -0.462
N -1.85284 -1.28966 -0.68420 -0.372
N -0.94292 0.72663 0.08940 -0.363
Br 2.17810 -1.04860 0.65270 -0.247
H -1.80910 -1.79046 -1.47614 0.270
H 2.55449 0.14568 1.04495 0.216
```

Properties
Charge: 0
Orbital gap, eV: 10.95
SMILES string: N#CN=C=N.Br
Spin multiplicity: 1
LUMO level, Ha: 0.01642


Energy above the lowest of the compared OMol25 structures with the same formula, charge and spin values (in eV) by entry order: 0.1599; 5.3550; 1.2456; 1.2558.
DFT total energy values (in eV) by entry order: -53398.0347; -14426.7757; -20856.8429; -76617.2590.